No. 1
A 10-piece molecular cluster, C29H79NO11 overall, computed with ωB97M-V with the def2-TZVPD basis set.

As for the largest force on an atom: 3.67 eV Å⁻¹. The energy above the lowest of the compared OMol25 structures with the same formula, charge and spin is 79.9 kcal/mol. Its LUMO energy is 0.495 eV. Its gap between HOMO and LUMO is 9.00 eV. The multiplicity is 1. The structure (SMILES) is COCCNCCOC.CC(C)O.CC(C)O.CC(C)O.CC(C)O.CC(C)O.CC(C)O.CC(C)O.CO.CO. The value obtained for the calculated total energy is -2034.4493 Eh.

Cartesian coordinates (Å):
C1 17.2532 0.4754 18.3462
O1 16.1144 -0.3175 18.1265
H1 17.0025 1.4744 18.7029
H2 17.8259 0.1157 19.2010
H3 17.8647 0.6797 17.4673
H4 15.5729 -0.3831 18.9164
C2 21.1038 -1.0959 20.0449
O2 21.8309 0.0451 20.3496
H5 20.2043 -0.9465 19.4476
H6 21.7980 -1.8604 19.6960
H7 20.8821 -1.4092 21.0651
H8 21.1995 0.7638 20.4289
C3 15.1014 -2.3272 20.3383
O3 16.0612 -1.4582 21.0217
C4 15.5253 -0.9240 22.1689
C5 16.5201 -0.1102 23.1176
N1 17.1486 0.9860 22.3456
C6 18.1888 1.8253 22.8702
C7 18.7816 2.7081 21.7481
O4 19.1382 1.8844 20.6695
C8 19.3922 2.6789 19.5111
H9 14.8442 -3.1107 21.0512
H10 15.5693 -2.9502 19.5760
H11 14.1694 -1.8580 20.0232
H12 15.0030 -1.7308 22.6831
H13 14.6760 -0.3204 21.8489
H14 17.2110 -0.8848 23.4504
H15 15.9325 0.2385 23.9669
H16 17.4061 0.6390 21.4326
H17 18.9433 1.2139 23.3651
H18 17.7845 2.4948 23.6294
H19 19.7064 3.1983 22.0524
H20 18.1215 3.5001 21.3945
H21 20.3105 3.2038 19.7746
H22 18.6834 3.4345 19.1724
H23 19.6279 1.9747 18.7132
C9 14.1340 3.1141 25.0752
C10 14.7984 4.4852 25.0300
C11 14.2397 5.4450 23.9274
O5 14.6023 5.2662 26.2077
H24 14.2888 2.6037 24.1247
H25 13.0733 3.3584 25.1329
H26 14.3469 2.4651 25.9247
H27 15.8553 4.2331 24.9428
H28 14.2832 5.0802 22.9011
H29 14.7981 6.3707 24.0667
H30 13.1673 5.5813 24.0674
H31 13.9068 5.8748 25.9478
C12 17.6194 0.9509 26.3926
C13 18.5196 2.2344 26.6478
C14 19.4790 2.0528 27.8948
O6 19.2160 2.8221 25.5409
H32 18.1597 0.2210 25.7897
H33 16.6432 1.1132 25.9356
H34 17.4073 0.4572 27.3410
H35 17.7402 2.9645 26.8663
H36 18.8903 1.7793 28.7704
H37 20.1620 2.8417 28.2100
H38 20.0499 1.1693 27.6092
H39 20.0253 3.2412 25.8426
C15 22.1272 5.5655 21.9681
C16 22.8989 4.2601 21.8372
C17 23.5301 3.9598 20.4919
O7 23.8857 4.2414 22.8256
H40 22.8242 6.4027 22.0057
H41 21.6782 5.5687 22.9613
H42 21.3994 5.8109 21.1946
H43 22.1981 3.4253 21.8354
H44 23.7622 2.8948 20.4962
H45 24.3215 4.6427 20.1830
H46 22.7364 4.0376 19.7489
H47 24.4805 4.9631 22.6088
C18 12.6176 -4.5016 18.4679
C19 12.1371 -4.9403 17.1335
C20 11.3724 -6.2226 17.0793
O8 11.2653 -4.0047 16.6119
H48 11.9360 -4.1647 19.2489
H49 13.4346 -3.7892 18.3532
H50 13.1014 -5.3935 18.8661
H51 13.0101 -4.9128 16.4814
H52 11.2905 -6.6720 16.0897
H53 10.3879 -6.1018 17.5312
H54 11.8194 -7.0033 17.6948
H55 11.0145 -4.3476 15.7510
C21 11.6522 -7.0959 22.5543
C22 12.0222 -5.6208 22.5235
C23 12.2396 -4.9636 23.9029
O9 13.1060 -5.4791 21.6740
H56 11.8183 -7.4962 21.5541
H57 10.6055 -7.2288 22.8280
H58 12.2639 -7.6315 23.2802
H59 11.1894 -5.1327 22.0173
H60 12.9527 -5.5954 24.4324
H61 11.3660 -4.9227 24.5535
H62 12.5204 -3.9182 23.7749
H63 13.8385 -5.6145 22.2796
C24 13.3514 0.4423 16.5439
C25 11.9063 0.1657 16.8154
C26 11.8047 -0.4175 18.2683
O10 11.2681 1.3467 16.7628
H64 13.6813 1.1359 17.3173
H65 13.6086 1.0547 15.6797
H66 13.9719 -0.4501 16.4618
H67 11.5783 -0.5491 16.0607
H68 12.4041 -1.3134 18.4298
H69 10.7575 -0.6660 18.4406
H70 12.0438 0.3279 19.0268
H71 11.7704 2.0395 17.1979
C27 17.1573 -6.1455 24.8648
C28 16.1190 -5.4547 23.9398
C29 16.7907 -4.7087 22.8070
O11 15.4277 -6.4448 23.2287
H72 17.6474 -6.9864 24.3742
H73 16.7448 -6.4409 25.8296
H74 17.9354 -5.4317 25.1352
H75 15.5282 -4.7792 24.5584
H76 16.7596 -5.0967 21.7889
H77 17.8613 -4.5548 22.9421
H78 16.3390 -3.7225 22.9144
H79 16.0703 -7.0486 22.8490

Atomic partial charges in e from the Löwdin method, atoms 1 to 99:
1. C -0.167
2. O -0.112
3. H 0.070
4. H 0.057
5. H 0.086
6. H 0.048
7. C -0.171
8. O -0.127
9. H 0.075
10. H 0.080
11. H 0.077
12. H 0.041
13. C -0.075
14. O -0.202
15. C -0.252
16. C -0.145
17. N -0.051
18. C -0.198
19. C -0.194
20. O -0.227
21. C -0.098
22. H 0.065
23. H 0.098
24. H 0.080
25. H 0.100
26. H 0.115
27. H 0.104
28. H 0.093
29. H 0.080
30. H 0.113
31. H 0.097
32. H 0.111
33. H 0.123
34. H 0.073
35. H 0.098
36. H 0.089
37. C -0.060
38. C -0.474
39. C -0.050
40. O -0.060
41. H 0.075
42. H 0.074
43. H 0.073
44. H 0.121
45. H 0.077
46. H 0.084
47. H 0.078
48. H 0.065
49. C -0.041
50. C -0.421
51. C -0.045
52. O -0.070
53. H 0.068
54. H 0.045
55. H 0.073
56. H 0.112
57. H 0.070
58. H 0.072
59. H 0.076
60. H 0.083
61. C -0.055
62. C -0.532
63. C -0.058
64. O -0.031
65. H 0.075
66. H 0.078
67. H 0.076
68. H 0.120
69. H 0.085
70. H 0.083
71. H 0.066
72. H 0.089
73. C -0.053
74. C -0.550
75. C -0.059
76. O -0.047
77. H 0.092
78. H 0.067
79. H 0.077
80. H 0.138
81. H 0.081
82. H 0.092
83. H 0.075
84. H 0.088
85. C -0.052
86. C -0.522
87. C -0.037
88. O -0.056
89. H 0.079
90. H 0.076
91. H 0.076
92. H 0.128
93. H 0.070
94. H 0.077
95. H 0.077
96. H 0.042
97. C -0.084
98. C -0.533
99. C -0.037

***

No. 2
A 2-piece molecular cluster, C4H13NO2 overall, computed with ωB97M-V with the def2-TZVPD basis set.

As for the largest force on an atom: 1.40 eV Å⁻¹. The energy above the lowest of the compared OMol25 structures with the same formula, charge and spin is 17.9 kcal/mol. Its LUMO energy is 0.792 eV. Its gap between HOMO and LUMO is 10.21 eV. The multiplicity is 1. The structure (SMILES) is NCCCCO.O. The value obtained for the calculated total energy is -365.4139 Eh.

Cartesian coordinates (Å):
C1 -0.6361 0.8935 -1.3729
O1 -1.4420 1.8729 -0.7146
C2 -1.1364 -0.5374 -1.1788
C3 -1.4777 -0.8381 0.3020
C4 -0.3875 -0.4531 1.3307
N1 0.8758 -1.1769 1.2255
H1 -0.5744 1.1686 -2.4250
H2 0.3397 1.0171 -0.9076
H3 -2.3408 1.9007 -1.0526
H4 -2.0579 -0.6421 -1.7463
H5 -0.3412 -1.1885 -1.5395
H6 -2.3193 -0.1955 0.5624
H7 -1.6271 -1.9217 0.3750
H8 -0.8652 -0.6777 2.2916
H9 -0.3047 0.6408 1.3084
H10 1.0022 -1.7334 2.0501
H11 0.8752 -1.8165 0.4363
H12 2.5960 0.0613 0.1879
H13 3.9825 0.1552 -0.4208
O2 3.5000 0.3181 0.4034

Need the Löwdin charges? In units of e they are:
1. C -0.262
2. O -0.078
3. C -0.187
4. C -0.197
5. C -0.286
6. N 0.010
7. H 0.112
8. H 0.106
9. H 0.086
10. H 0.105
11. H 0.103
12. H 0.104
13. H 0.109
14. H 0.107
15. H 0.101
16. H 0.067
17. H 0.067
18. H -0.018
19. H 0.032
20. O -0.078

***

No. 3
C38H41BBeF4N7O as an isolated structure, computed with ωB97M-V with the def2-TZVPD basis set.

As for the largest force on an atom: 2.75 eV Å⁻¹. The energy above the lowest of the compared OMol25 structures with the same formula, charge and spin is 21.3 kcal/mol. Its net charge is +1. Its LUMO energy is -4.032 eV. Its gap between HOMO and LUMO is 7.20 eV. The multiplicity is 1. The value obtained for the calculated total energy is -2370.1437 Eh.

Cartesian coordinates (Å):
Be1 1.4362 0.4950 -0.8133
B1 -0.9505 0.6963 0.6206
F1 -0.5264 1.7189 -0.2023
F2 -2.2731 0.6984 0.9823
F3 -0.7268 -0.4818 -0.1529
F4 -0.0826 0.7204 1.7013
N1 2.5854 -0.2717 1.1940
C1 3.8108 0.0384 1.6281
C2 4.4142 -0.4401 2.7688
C3 3.7013 -1.3802 3.5228
C4 2.3603 -1.5946 3.2178
C5 1.9166 -1.1134 1.9669
H1 4.3341 0.7962 1.0577
H2 5.4644 -0.2330 2.9107
H3 4.0525 -1.8219 4.4464
H4 1.7358 -2.2595 3.7952
H5 0.8535 -1.2742 1.8490
N2 -1.8811 5.3737 1.9280
C6 -2.5927 4.2922 1.6084
C7 -3.0957 3.3993 2.5554
C8 -2.7000 3.5905 3.8661
C9 -1.8756 4.6811 4.1923
C10 -1.4851 5.5372 3.2018
H6 -2.7792 4.1310 0.5541
H7 -3.5370 2.4352 2.3458
H8 -3.1079 2.8924 4.5843
H9 -1.5833 4.7435 5.2318
H10 -0.7769 6.3492 3.3074
N3 2.4813 2.8845 0.2693
C11 1.5990 3.7034 0.8921
C12 1.6907 5.0630 0.9976
C13 2.7947 5.6878 0.3475
C14 3.7047 4.9029 -0.3252
C15 3.5120 3.4881 -0.3372
H11 0.7059 3.2065 1.2496
H12 0.9472 5.6324 1.5334
H13 2.7785 6.7664 0.2761
H14 4.4794 5.3736 -0.9131
H15 4.2134 2.7724 -0.7456
N4 1.1588 2.4083 -2.4198
C16 2.1821 2.8166 -3.1749
C17 2.0226 3.7119 -4.2479
C18 0.7532 4.2708 -4.4668
C19 -0.2697 3.8792 -3.6214
C20 -0.0805 2.9001 -2.6678
H16 3.1510 2.3337 -3.1773
H17 2.8556 3.9844 -4.8792
H18 0.6750 5.0647 -5.1954
H19 -1.2102 4.3985 -3.7497
H20 -0.9091 2.4649 -2.1343
N5 -2.0588 -3.8430 5.0158
C21 -1.1719 -3.7119 4.0076
C22 -1.3986 -2.9112 2.9040
C23 -2.6138 -2.2781 2.8246
C24 -3.5737 -2.4247 3.8025
C25 -3.2356 -3.1763 4.9459
H21 -0.2761 -4.3001 4.1614
H22 -0.7854 -2.8612 2.0133
H23 -2.8580 -1.6664 1.9648
H24 -4.5602 -1.9859 3.7521
H25 -3.9949 -3.2562 5.7110
N6 0.4406 -0.2216 -2.9439
C26 1.1107 -0.9113 -3.8744
C27 0.5929 -1.5813 -4.9639
C28 -0.7674 -1.7714 -4.9763
C29 -1.5702 -1.1438 -4.0240
C30 -0.9009 -0.3872 -3.0712
H26 2.1923 -0.8500 -3.8055
H27 1.2026 -2.0746 -5.7063
H28 -1.3134 -2.3129 -5.7384
H29 -2.6424 -1.1697 -4.1403
H30 -1.4392 0.2175 -2.3523
N7 -3.3140 -5.6079 -1.6161
C31 -4.4765 -4.9289 -1.7730
C32 -4.6048 -3.5640 -1.5548
C33 -3.4875 -2.8379 -1.1270
C34 -2.3458 -3.5462 -0.8601
C35 -2.3032 -4.9287 -1.0703
H31 -5.3159 -5.4406 -2.2240
H32 -5.5108 -3.0334 -1.8128
H33 -3.4770 -1.7678 -0.9668
H34 -1.4283 -3.0616 -0.5480
H35 -1.4512 -5.5324 -0.7847
C36 2.5952 -3.9120 -2.0454
C37 1.8209 -3.4321 -0.8794
O1 1.3831 -2.3067 -0.7730
C38 1.7705 -4.4285 0.2911
H36 2.4305 -4.9829 -2.1912
H37 3.6471 -3.9147 -1.7409
H38 2.5261 -3.4497 -3.0271
H39 0.9302 -5.1153 0.1685
H40 1.6224 -4.0007 1.2827
H41 2.6835 -5.0194 0.3670

Need the Löwdin charges? In units of e they are:
1. Be 0.957
2. B -1.381
3. F 0.126
4. F 0.171
5. F 0.085
6. F 0.137
7. N 0.062
8. C -0.139
9. C -0.036
10. C -0.033
11. C -0.013
12. C -0.148
13. H 0.100
14. H 0.113
15. H 0.115
16. H 0.106
17. H 0.087
18. N 0.045
19. C -0.149
20. C -0.066
21. C -0.065
22. C -0.068
23. C -0.168
24. H 0.101
25. H 0.097
26. H 0.107
27. H 0.102
28. H 0.100
29. N 0.040
30. C -0.130
31. C -0.026
32. C -0.044
33. C -0.051
34. C -0.159
35. H 0.099
36. H 0.089
37. H 0.111
38. H 0.104
39. H 0.095
40. N 0.030
41. C -0.152
42. C -0.036
43. C -0.042
44. C -0.043
45. C -0.107
46. H 0.106
47. H 0.107
48. H 0.114
49. H 0.115
50. H 0.098
51. N 0.053
52. C -0.155
53. C -0.083
54. C -0.085
55. C -0.057
56. C -0.120
57. H 0.096
58. H 0.083
59. H 0.097
60. H 0.102
61. H 0.101
62. N 0.056
63. C -0.157
64. C -0.050
65. C -0.047
66. C -0.021
67. C -0.115
68. H 0.111
69. H 0.116
70. H 0.119
71. H 0.116
72. H 0.102
73. N 0.061
74. C -0.137
75. C -0.067
76. C -0.085
77. C -0.088
78. C -0.148
79. H 0.102
80. H 0.101
81. H 0.104
82. H 0.079
83. H 0.091
84. C -0.013
85. C -0.458
86. O 0.015
87. C 0.005
88. H 0.096
89. H 0.105
90. H 0.074
91. H 0.082
92. H 0.066
93. H 0.088

***

- Look up the largest force on an atom of the third one.
  2.75 eV Å⁻¹